1.
13
Properties=species:S:1:pos:R:3:forces:R:3:mulliken_charge:R:1 method="wB97M-V/def2-TZVPD" de_lowest_kcal_mol=107.5 largest_force_ha_per_bohr=0.1257 homo_energy_ev=-10.0 energy_ha=-754.86772 smiles="COC1=NN=N[C@@H]1S"
C -1.8985 1.3921 0.2418 0.56 -1.80 -0.49 -0.66
O -1.3872 0.0358 0.2652 6.44 -0.19 -0.52 -0.30
C 0.1489 0.0271 0.1441 -5.49 -0.24 0.87 0.44
N 0.9435 1.0161 0.1059 -1.78 0.63 -0.54 -0.18
N 2.2154 0.4873 0.1372 1.36 -2.44 1.12 -0.39
N 2.2119 -0.7791 0.3489 1.21 2.10 -0.90 -0.12
C 0.8678 -1.2397 0.2487 -0.72 -2.41 1.10 0.07
S 0.7726 -2.3154 -1.2848 -1.29 -1.33 2.19 -0.19
H -1.1213 2.1013 0.3681 0.83 0.70 0.05 0.34
H -2.4292 1.3327 1.1861 -1.43 0.92 -0.68 0.26
H -2.2437 1.4275 -0.8083 -1.13 0.84 1.07 0.26
H 0.5861 -1.9471 1.1701 0.42 1.63 -2.16 0.32
H 1.3337 -1.5387 -2.1230 1.00 1.60 -1.11 0.15

---

2.
10
Properties=species:S:1:pos:R:3:forces:R:3:mulliken_charge:R:1 method="wB97M-V/def2-TZVPD" de_lowest_kcal_mol=19.5 largest_force_ha_per_bohr=0.1085 homo_energy_ev=-9.2 energy_ha=-135.11394 smiles=CCN
C -0.5311 -0.9518 0.4506 -2.91 -4.75 -0.02 -0.83
C 0.5712 -0.1311 0.0218 3.85 2.34 0.16 -0.22
N -0.0187 1.1450 -0.3816 -0.08 0.38 -1.54 -0.57
H -0.2220 -2.1026 0.3547 -0.62 2.29 0.87 0.25
H -0.9888 -0.7144 1.4886 0.96 -0.39 -1.84 0.24
H -1.4070 -0.9630 -0.3290 1.41 0.41 1.36 0.25
H 1.2512 0.1344 0.9025 -0.84 -0.54 -0.83 0.21
H 1.3672 -0.5677 -0.7236 -1.92 0.30 0.88 0.24
H -0.7898 0.8908 -1.0532 1.30 0.95 0.62 0.22
H 0.6796 1.8051 -0.8037 -1.16 -1.00 0.33 0.22

---

3.
22
Properties=species:S:1:pos:R:3:forces:R:3:mulliken_charge:R:1 method="wB97M-V/def2-TZVPD" de_lowest_kcal_mol=68.2 largest_force_ha_per_bohr=0.0889 homo_energy_ev=-9.2 energy_ha=-404.41873
C -0.9931 1.0891 -0.3198 -1.07 1.63 -4.13 0.77
C -0.0489 0.1041 -1.0392 -0.31 0.44 0.43 -1.03
C 0.4231 -2.5151 0.4210 -0.01 0.01 0.36 -1.30
C -2.3922 0.5371 -0.0666 0.50 0.07 1.11 -1.21
C 1.2114 -1.2866 0.8233 0.72 -0.44 -0.34 0.48
C 0.9135 0.0034 0.1301 -2.39 1.41 1.84 0.85
N -0.7531 2.3611 -0.5458 0.23 -1.29 1.04 -0.75
C 1.9769 1.0469 0.1126 -0.20 0.54 -0.05 -1.33
O 2.1367 -1.3644 1.6068 -0.46 0.05 -0.09 -0.59
H -0.1337 0.6224 0.8645 2.91 -1.78 0.33 0.03
H 1.4539 2.0153 -0.0228 0.42 -0.26 0.16 0.36
H -1.3388 2.9665 0.0308 -0.30 -0.16 -0.17 0.24
H 0.4130 0.5716 -1.9067 -0.13 -0.20 -0.16 0.40
H -0.5541 -0.8327 -1.2567 0.05 0.02 -0.25 0.37
H 0.7309 -3.3475 1.0501 -0.05 0.04 0.01 0.37
H 0.6222 -2.7713 -0.6208 0.01 0.10 -0.03 0.36
H -0.6483 -2.3469 0.5247 -0.08 -0.04 -0.03 0.29
H -2.8685 0.3022 -1.0189 0.25 0.06 -0.07 0.30
H -2.3388 -0.3741 0.5290 -0.17 -0.10 0.02 0.28
H -3.0096 1.2688 0.4540 0.00 -0.04 0.05 0.41
H 2.5816 1.0233 1.0150 -0.02 0.07 -0.02 0.36
H 2.6157 0.9268 -0.7646 0.08 -0.11 -0.01 0.35